Record 1
This record from OMol25 describes 16 unconnected molecules or ions with the total composition C24H81BN3O18P2S at a distorted geometry. The level of theory is ωB97M-V/def2-TZVPD.

Values from the calculation:
Total charge: +1
LUMO level, eV: -3.475
Highest occupied orbital energy, eV: -11.0
Gap between HOMO and LUMO, eV: 7.5

Geometry (Å):
C 1.7473 3.5013 1.9840
C 1.6449 3.4580 0.4753
C 0.4901 4.2426 -0.0984
C 2.5335 2.8155 -0.3176
C 3.7501 2.0526 0.1389
C 3.7620 0.6031 -0.2991
C 2.8901 -0.2705 0.6148
C 3.5899 -0.3555 1.9761
C 2.7422 -1.6730 0.0112
C 1.5087 -2.5104 0.3438
C 0.1108 -2.2645 -0.2668
C -0.2045 -3.5988 -1.0346
N 0.7451 -3.7277 -2.1315
N -0.0465 -1.2208 -1.3455
B 0.8153 -0.6262 -2.4666
O 1.0766 -1.2989 -3.5933
O 1.1663 0.6917 -2.3348
C -1.2588 -0.7634 -1.3367
C -2.1498 -1.1847 -0.2453
C -3.2390 -2.0406 -0.9867
C -4.4006 -2.6652 -0.2045
C -5.5289 -3.1132 -1.1670
C -6.8701 -2.3716 -1.0050
N -7.8440 -3.2156 -0.2887
P -2.8748 0.5308 0.3752
C -4.5684 0.5773 -0.2204
O -2.2532 1.6460 -0.6836
C -1.0614 -1.8933 0.7340
C -1.5827 -3.1718 1.4237
C -2.3867 -3.1602 2.7476
C -3.4379 -2.0365 2.8940
C -1.5325 -3.3252 4.0266
P -0.5276 -0.6061 1.9774
S 0.8755 -0.9947 3.2773
H 0.7784 3.7660 2.4130
H 2.0529 2.5512 2.4220
H 2.4482 4.2814 2.2984
H 0.5766 5.3080 0.1190
H -0.4454 3.8603 0.3309
H 0.4463 4.0983 -1.1815
H 2.4099 2.9090 -1.3978
H 4.6417 2.5724 -0.2334
H 3.8267 2.1103 1.2281
H 4.7924 0.2419 -0.1797
H 3.5037 0.5026 -1.3479
H 1.9294 0.2502 0.7697
H 4.6493 -0.5808 1.8329
H 3.1620 -1.1739 2.5620
H 3.4592 0.5481 2.5684
H 2.9491 -1.6644 -1.0684
H 3.5658 -2.2618 0.4292
H 1.8015 -3.5303 0.0925
H 1.4028 -2.5355 1.4289
H -0.1421 -4.4338 -0.3353
H -1.2073 -3.6132 -1.4359
H 0.3236 -4.1405 -2.9529
H 1.5472 -4.2945 -1.8867
H 1.4437 -0.7330 -4.2923
H 0.9845 1.0783 -1.4680
H -1.5595 -0.0700 -2.1184
H -2.7965 -2.8275 -1.5912
H -3.6987 -1.3662 -1.7138
H -4.0722 -3.5479 0.3417
H -4.8139 -1.9809 0.5349
H -5.1914 -3.0188 -2.2028
H -5.7634 -4.1569 -0.9533
H -6.7153 -1.4176 -0.4882
H -7.2835 -2.1543 -1.9904
H -8.7875 -2.9245 -0.5251
H -7.7694 -3.0666 0.7138
H -4.7489 0.1992 -1.2257
H -5.1962 0.1041 0.5318
H -4.8222 1.6399 -0.2101
H -1.3491 1.8877 -0.4411
H -0.7126 -3.8060 1.6201
H -2.1681 -3.7122 0.6856
H -2.9640 -4.0879 2.7166
H -3.3094 -1.5041 3.8395
H -4.4558 -2.4311 2.9062
H -3.4024 -1.2792 2.1075
H -1.5011 -2.4123 4.6210
H -1.9238 -4.1576 4.6119
H -0.5030 -3.5853 3.7688
H -1.6743 -0.2294 2.6508
H -0.1538 0.4659 1.1426
O -6.7872 2.2081 1.2161
H -7.2076 2.5033 2.0308
H -7.2272 2.7155 0.5257
O -0.7733 -2.1941 7.6305
H -0.2399 -2.3211 6.8375
H -0.8098 -3.0525 8.0625
O 1.0414 2.2969 -4.7895
H 1.3606 1.8376 -3.9966
H 0.6229 3.0988 -4.4552
O 1.7575 4.0275 -7.3036
H 1.5476 3.6111 -6.4615
H 2.6965 4.2303 -7.2504
O -0.4455 0.6733 6.9565
H 0.1012 0.7130 6.1651
H -0.4270 -0.2562 7.2215
O 3.9711 2.3339 -3.9761
H 4.5045 1.5236 -3.9958
H 3.1604 2.1159 -4.4438
O 0.4845 -0.3561 -6.5846
H -0.3924 -0.7522 -6.5561
H 0.3419 0.5663 -6.3321
O 5.6643 0.1925 -4.8627
H 6.2718 0.2506 -5.6133
H 5.7610 -0.7092 -4.5407
O 8.0395 0.7658 -7.1028
H 8.8721 1.1206 -6.7752
H 7.9042 1.2013 -7.9505
O -1.3568 3.5042 6.5371
H -0.8089 3.5868 5.7523
H -1.2986 2.5713 6.7854
O -3.6392 -5.9389 4.3421
H -3.2174 -6.6631 3.8679
H -4.4729 -6.3083 4.6517
O -1.2798 7.0084 -0.5003
H -1.1586 7.4377 -1.3533
H -2.0941 6.5050 -0.5971
O 4.5021 5.3400 0.5016
H 4.7082 5.6675 -0.3790
H 3.7644 4.7301 0.3788
O 6.7409 3.5502 -3.0385
H 7.2731 2.7498 -3.0724
H 5.9246 3.3212 -3.4954
O 4.7598 2.1364 3.7514
H 4.8462 3.0561 4.0240
H 5.4298 1.6686 4.2601

Atoms 1-3, force components in eV/Å:
-0.18 0.02 -0.09
0.37 -0.40 -0.29
0.30 -0.58 -0.19

Atomic partial charges in e from the Mulliken method, atoms 1 to 2: number 1, C, carries -1.438; number 2, C, carries 2.130

=====

Record 2
This record from OMol25 describes a molecular structure, C27H47BBeCl9F2MgNO12V at a distorted geometry. The level of theory is ωB97M-V/def2-TZVPD.

Values from the calculation:
Total charge: +1
LUMO level, eV: -7.415
Highest occupied orbital energy, eV: -8.7
Gap between HOMO and LUMO, eV: 1.3

Geometry (Å):
C 0.8608 -1.0846 6.8056
C 1.1745 0.0003 5.7269
O 2.2637 0.2838 5.5009
N 0.1435 0.7087 4.9869
C 0.0856 0.0354 3.6232
C -1.2969 0.2044 2.9178
C -1.3886 1.6853 2.3592
C -1.1923 1.7408 0.7823
C 0.0700 2.5701 0.3461
C 1.0827 1.9513 -0.6923
C 0.5156 1.1116 -1.8702
C 1.4987 0.9081 -3.0676
C 1.6976 2.1683 -3.9784
C 2.8972 1.8485 -4.9482
O 4.0373 1.7700 -4.1758
C 5.1527 1.5128 -5.0080
C 5.9037 0.1651 -4.8138
O 5.5124 2.2852 -5.8279
O 1.8983 3.0899 -0.9868
C 1.4919 4.2980 -0.3924
O 2.1520 5.2603 -0.2868
C -0.0341 4.0983 0.0275
B -0.6088 4.9802 1.2424
O -1.8219 4.7443 1.8965
O 0.1089 6.0801 1.7104
C -0.7694 4.5813 -1.2759
C -2.3213 4.6354 -1.1633
F -0.4494 3.8421 -2.4346
H 1.5329 -1.9472 6.5880
H -0.2296 -1.3894 6.7417
H 1.0962 -0.7090 7.8372
H 0.5810 1.6331 4.8328
H 0.8820 0.5443 3.0081
H 0.4080 -1.0477 3.7574
H -1.4742 -0.5575 2.1199
H -2.0899 0.0086 3.6831
H -2.3370 2.1842 2.6732
H -0.5806 2.2544 2.8914
H -2.1307 2.0212 0.2536
H -0.9890 0.6795 0.4784
H 0.7167 2.5780 1.2696
H 1.6021 1.1957 -0.0400
H 0.2861 0.0888 -1.4719
H -0.4558 1.4878 -2.2742
H 2.4655 0.5304 -2.6426
H 1.1030 0.0821 -3.6985
H 1.8871 3.1123 -3.4226
H 0.7798 2.3468 -4.5945
H 3.0019 2.5966 -5.7703
H 2.6660 0.7203 -5.3839
H 5.3355 -0.5757 -5.4246
H 6.9521 0.2437 -5.1584
H 5.8627 -0.1339 -3.7417
H -2.3484 4.0783 1.4328
H -0.5727 6.6673 2.0822
H -0.4258 5.6296 -1.4720
H -2.6523 5.6031 -0.7083
H -2.7664 3.7806 -0.6090
H -2.7161 4.6609 -2.2097
Mg 1.9740 -1.9029 2.8438
C -1.8834 -4.3074 7.3264
Cl -0.2905 -4.5071 6.5778
Cl -2.0411 -2.7233 8.0953
H -2.6440 -4.4021 6.5622
H -2.0173 -5.0781 8.0796
C -5.7288 -4.4153 8.2529
Cl -7.4944 -4.4360 8.1630
Cl -5.1567 -2.7340 8.2280
Cl -5.2040 -5.1918 9.7543
Cl -5.0677 -5.3027 6.8667
F 2.4520 1.7993 7.1586
Cl 2.3324 -0.7125 -5.9512
O -5.5147 2.6720 -0.7537
V -6.2247 4.2246 -0.6901
O -6.9248 5.7627 -0.6269
C 0.4533 -5.4542 -3.4624
C 0.8954 -4.0342 -3.9112
C 2.4616 -3.9992 -3.9526
O 0.5003 -3.1731 -3.0124
H 0.8415 -5.7184 -2.4771
H -0.6339 -5.5321 -3.4313
H 0.8206 -6.1997 -4.1726
H 0.5573 -3.9180 -4.9528
H 2.9100 -4.2188 -2.9828
H 2.8243 -3.0250 -4.2785
H 2.8349 -4.7455 -4.6625
Cl -5.2196 -0.3293 2.0775
C -6.1569 -0.4936 0.5669
C -6.5416 -1.9274 0.2905
Cl -5.1287 -2.9343 -0.1213
H -5.5668 -0.0715 -0.2442
H -7.0536 0.1134 0.6851
H -7.2189 -1.9687 -0.5620
H -7.0410 -2.3809 1.1453
C 6.0303 -3.2145 -7.3194
C 5.3805 -3.7507 -6.0474
O 4.9107 -4.8980 -6.1081
O 5.3872 -2.9692 -5.0655
H 5.9838 -3.9487 -8.1234
H 5.5147 -2.3090 -7.6451
H 7.0772 -2.9752 -7.1272
Be 0.5573 1.4875 6.9771

Atoms 1-3, force components in eV/Å:
-1.68 0.27 -0.58
-2.17 -2.81 0.64
4.85 0.37 -1.62

Atomic partial charges in e from the Mulliken method, atoms 1 to 2: number 1, C, carries -0.814; number 2, C, carries 1.215